A structure of composition C31H30AsBF5N2O3S8Tc. Source: OMol25; level of theory: wB97M-V/def2-TZVPD.

Values from the calculation:
<S²>: 0.780
Energy in eV: -205741.1627
Gap between HOMO and LUMO (spin up / spin down) in eV: 5.97 / 4.18

The geometry in ORCA input format:
```
! RIJCOSX wB97M-V def2-TZVPD def2/J DEFGRID3
* xyz -1 2
Tc 0.477 -0.461 -0.342
C -1.776 1.999 0.871
C -0.374 1.622 1.213
N 0.555 1.555 0.255
N 1.766 2.065 0.521
C 2.848 1.504 0.134
S 2.991 -0.104 -0.448
S 4.313 2.493 0.173
C 3.744 3.983 -0.771
C 3.483 5.165 0.099
C 2.201 5.414 0.575
C 1.952 6.505 1.387
C 2.981 7.362 1.738
C 4.262 7.117 1.275
C 4.512 6.028 0.461
C 0.035 1.319 2.564
C -0.316 2.017 3.714
C 0.131 1.605 4.952
C 0.919 0.460 5.066
C 1.229 -0.291 3.962
C 0.775 0.085 2.677
O 0.912 -0.696 1.675
H -1.954 3.020 1.209
H -2.486 1.356 1.385
H -1.936 1.946 -0.202
H 2.847 3.658 -1.291
H 4.549 4.175 -1.481
H 1.403 4.738 0.311
H 0.953 6.687 1.755
H 2.787 8.221 2.364
H 5.072 7.775 1.556
H 5.516 5.846 0.109
H -0.923 2.906 3.623
H -0.122 2.175 5.834
H 1.267 0.144 6.040
H 1.777 -1.218 4.045
C 1.307 -5.219 -2.562
As 1.870 -3.426 -1.988
C 3.792 -3.659 -1.658
C 1.766 -2.308 -3.577
S 0.759 -2.996 -0.264
H 1.948 -5.611 -3.351
H 0.277 -5.151 -2.913
H 1.336 -5.881 -1.694
H 4.271 -4.102 -2.530
H 3.922 -4.311 -0.793
H 4.231 -2.686 -1.441
H 2.274 -2.800 -4.405
H 2.248 -1.357 -3.349
H 0.720 -2.123 -3.816
C -3.345 -3.865 4.053
S -2.926 -3.071 5.639
C -3.436 -1.415 5.378
C -2.992 -0.592 4.382
S -1.889 -0.997 3.192
S -3.717 1.035 4.410
C -4.668 0.842 5.853
S -5.581 2.038 6.501
S -4.569 -0.756 6.537
H -2.967 -4.880 4.126
H -2.848 -3.332 3.247
H -4.423 -3.863 3.922
O 1.477 1.447 -2.596
B 0.564 0.409 -2.328
O -0.276 0.303 -3.444
C 0.056 1.281 -4.310
C -0.529 1.645 -5.505
C 0.015 2.735 -6.171
C 1.114 3.416 -5.670
C 1.711 3.050 -4.470
C 1.154 1.985 -3.791
H -1.391 1.125 -5.889
H -0.439 3.069 -7.093
H 1.500 4.264 -6.215
H 2.556 3.591 -4.075
F -1.331 -1.845 -2.168
C -1.517 -0.940 -1.113
F -2.260 0.068 -1.693
C -2.556 -1.652 -0.223
F -3.292 -0.777 0.468
F -3.437 -2.371 -0.954
F -2.023 -2.511 0.650
*
```

Table of Löwdin atomic charges, one value per atom, all in e: number 1, Tc, carries 1.02; number 2, C, carries -0.01; number 3, C, carries -0.26; number 4, N, carries -0.15; number 5, N, carries -0.06; number 6, C, carries -1.12; number 7, S, carries 0.58; number 8, S, carries 0.86; number 9, C, carries -0.40; number 10, C, carries -0.30; number 11, C, carries -0.04; number 12, C, carries -0.09; number 13, C, carries -0.11; number 14, C, carries -0.10; number 15, C, carries -0.06; number 16, C, carries -0.18; number 17, C, carries -0.07; number 18, C, carries -0.12; number 19, C, carries -0.10; number 20, C, carries -0.03; number 21, C, carries -0.45; number 22, O, carries -0.30; number 23, H, carries 0.09; number 24, H, carries 0.05; number 25, H, carries 0.08; number 26, H, carries 0.07; number 27, H, carries 0.07; number 28, H, carries 0.10; number 29, H, carries 0.10; number 30, H, carries 0.09; number 31, H, carries 0.09; number 32, H, carries 0.11; number 33, H, carries 0.11; number 34, H, carries 0.09; number 35, H, carries 0.10; number 36, H, carries 0.12; number 37, C, carries -0.27; number 38, As, carries 0.73; number 39, C, carries -0.25; number 40, C, carries -0.22; number 41, S, carries 0.27; number 42, H, carries 0.03; number 43, H, carries 0.03; number 44, H, carries 0.03; number 45, H, carries 0.03; number 46, H, carries 0.03; number 47, H, carries 0.00; number 48, H, carries 0.04; number 49, H, carries 0.02; number 50, H, carries 0.04; number 51, C, carries -0.37; number 52, S, carries 0.82; number 53, C, carries -0.99; number 54, C, carries -1.05; number 55, S, carries 0.91; number 56, S, carries 0.91; number 57, C, carries -1.50; number 58, S, carries 0.53; number 59, S, carries 0.91; number 60, H, carries 0.03; number 61, H, carries -0.03; number 62, H, carries 0.04; number 63, O, carries 0.08; number 64, B, carries -0.63; number 65, O, carries 0.11; number 66, C, carries -0.20; number 67, C, carries 0.00; number 68, C, carries -0.12; number 69, C, carries -0.11; number 70, C, carries 0.00; number 71, C, carries -0.20; number 72, H, carries 0.11; number 73, H, carries 0.09; number 74, H, carries 0.09; number 75, H, carries 0.11; number 76, F, carries -0.06; number 77, C, carries -0.45; number 78, F, carries 0.01; number 79, C, carries -0.62; number 80, F, carries 0.11; number 81, F, carries 0.13; number 82, F, carries 0.04

***

A structure of composition C31H30AsCl4N4O8S3W. Source: OMol25; level of theory: wB97M-V/def2-TZVPD.

Values from the calculation:
<S²>: 2.020
Energy above the lowest of the compared OMol25 structures with the same formula, charge and spin in eV: 0.576
Energy in eV: -200236.8012
Gap between HOMO and LUMO (spin up / spin down) in eV: 5.25 / 6.43

The geometry in ORCA input format:
```
! RIJCOSX wB97M-V def2-TZVPD def2/J DEFGRID3
* xyz -1 3
W -0.408 0.163 -0.048
N 2.384 -2.751 -2.409
C 1.670 -2.057 -1.461
S 1.926 -0.326 -1.331
N 0.817 -2.697 -0.737
N 0.139 -1.908 0.206
C 0.007 -2.466 1.455
C 0.121 -3.892 1.682
C 0.737 -4.433 2.825
C 0.837 -5.798 2.999
C 0.324 -6.676 2.052
C -0.278 -6.159 0.911
C -0.371 -4.799 0.723
C -0.131 -1.459 2.461
C -0.499 -1.684 3.788
C -0.525 -0.630 4.690
C -0.192 0.648 4.230
C 0.110 0.827 2.903
N 0.156 -0.178 1.983
H 3.191 -2.249 -2.741
H 2.532 -3.724 -2.175
H 1.179 -3.774 3.557
H 1.316 -6.195 3.886
H 0.409 -7.746 2.188
H -0.691 -6.833 0.169
H -0.840 -4.409 -0.166
H -0.816 -2.673 4.080
H -0.828 -0.782 5.714
H -0.222 1.505 4.883
H 0.312 1.822 2.523
O -2.053 3.833 0.112
S -2.301 2.741 1.032
O -2.014 3.043 2.404
O -1.508 1.552 0.534
C -3.969 2.227 0.805
C -4.930 3.173 0.516
C -6.239 2.804 0.250
C -6.586 1.428 0.246
C -5.635 0.479 0.519
C -4.316 0.853 0.811
S -3.164 -0.378 1.233
O -2.348 0.069 2.328
O -3.891 -1.605 1.459
O -2.211 -0.644 0.040
H -4.622 4.207 0.499
H -6.988 3.551 0.045
H -7.600 1.132 0.022
H -5.856 -0.579 0.539
Cl 2.431 6.374 -0.573
C 1.492 4.974 -0.880
C 0.609 4.946 -1.947
Cl 0.409 6.333 -2.933
C -0.104 3.785 -2.231
Cl -1.213 3.738 -3.528
C 0.069 2.650 -1.456
O -0.498 1.470 -1.690
C 0.917 2.693 -0.323
O 0.999 1.575 0.375
C 1.630 3.857 -0.060
Cl 2.668 3.895 1.303
C -3.253 -2.926 -1.479
C -2.199 -2.731 -2.563
As -1.166 -0.961 -2.335
C -2.569 0.151 -3.252
C -3.511 0.834 -2.271
C -0.222 -1.335 -4.171
C 0.547 -0.125 -4.703
H -3.726 -3.901 -1.571
H -4.025 -2.162 -1.543
H -2.809 -2.846 -0.489
H -2.671 -2.756 -3.557
H -1.463 -3.541 -2.513
H -3.144 -0.467 -3.959
H -2.040 0.922 -3.819
H -4.150 0.111 -1.762
H -4.151 1.553 -2.785
H -2.942 1.384 -1.510
H -0.974 -1.657 -4.905
H 0.471 -2.164 -3.992
H -0.139 0.670 -4.987
H 1.133 -0.403 -5.577
H 1.226 0.250 -3.939
*
```

Table of Löwdin atomic charges, one value per atom, all in e: number 1, W, carries 1.60; number 2, N, carries 0.05; number 3, C, carries -0.89; number 4, S, carries 0.71; number 5, N, carries -0.03; number 6, N, carries -0.20; number 7, C, carries -0.17; number 8, C, carries -0.15; number 9, C, carries -0.04; number 10, C, carries -0.10; number 11, C, carries -0.11; number 12, C, carries -0.09; number 13, C, carries -0.03; number 14, C, carries -0.21; number 15, C, carries -0.03; number 16, C, carries -0.05; number 17, C, carries -0.06; number 18, C, carries -0.11; number 19, N, carries -0.04; number 20, H, carries 0.07; number 21, H, carries 0.09; number 22, H, carries 0.11; number 23, H, carries 0.10; number 24, H, carries 0.09; number 25, H, carries 0.10; number 26, H, carries 0.09; number 27, H, carries 0.11; number 28, H, carries 0.10; number 29, H, carries 0.11; number 30, H, carries 0.11; number 31, O, carries -0.25; number 32, S, carries 0.58; number 33, O, carries -0.24; number 34, O, carries -0.53; number 35, C, carries -0.22; number 36, C, carries -0.04; number 37, C, carries -0.04; number 38, C, carries -0.05; number 39, C, carries -0.06; number 40, C, carries -0.24; number 41, S, carries 0.59; number 42, O, carries -0.28; number 43, O, carries -0.27; number 44, O, carries -0.57; number 45, H, carries 0.12; number 46, H, carries 0.10; number 47, H, carries 0.10; number 48, H, carries 0.12; number 49, Cl, carries 0.65; number 50, C, carries -0.72; number 51, C, carries -0.72; number 52, Cl, carries 0.65; number 53, C, carries -0.63; number 54, Cl, carries 0.73; number 55, C, carries -0.38; number 56, O, carries -0.36; number 57, C, carries -0.38; number 58, O, carries -0.34; number 59, C, carries -0.61; number 60, Cl, carries 0.71; number 61, C, carries -0.18; number 62, C, carries -0.36; number 63, As, carries 1.29; number 64, C, carries -0.36; number 65, C, carries -0.17; number 66, C, carries -0.35; number 67, C, carries -0.18; number 68, H, carries 0.07; number 69, H, carries 0.05; number 70, H, carries 0.04; number 71, H, carries 0.06; number 72, H, carries 0.05; number 73, H, carries 0.07; number 74, H, carries 0.03; number 75, H, carries 0.05; number 76, H, carries 0.08; number 77, H, carries 0.04; number 78, H, carries 0.06; number 79, H, carries 0.04; number 80, H, carries 0.05; number 81, H, carries 0.06; number 82, H, carries 0.02

***

A structure of composition C31H30AsN18ORbS2. Source: OMol25; level of theory: wB97M-V/def2-TZVPD.

Values from the calculation:
Energy above the lowest of the compared OMol25 structures with the same formula, charge and spin in eV: 0.344
Energy in eV: -144668.0370
Gap between HOMO and LUMO in eV: 5.45

The geometry in ORCA input format:
```
! RIJCOSX wB97M-V def2-TZVPD def2/J DEFGRID3
* xyz -2 1
Rb 0.460 0.307 0.174
C -5.009 0.094 -5.137
S -4.428 1.737 -4.694
C -2.908 1.427 -3.753
S -2.345 -0.123 -3.372
N -2.419 2.591 -3.434
N -1.384 2.592 -2.518
C -0.379 3.276 -2.892
C 0.765 3.599 -2.021
C 1.821 4.334 -2.560
C 2.868 4.719 -1.745
C 2.831 4.383 -0.400
C 1.755 3.632 0.043
N 0.754 3.236 -0.737
H -5.292 0.076 -6.189
H -5.859 -0.203 -4.522
H -4.181 -0.599 -4.964
H -0.351 3.693 -3.900
H 1.823 4.569 -3.616
H 3.709 5.262 -2.157
H 3.631 4.645 0.278
H 1.719 3.295 1.076
C 3.553 -3.197 0.606
C 2.527 -2.705 -0.201
N 1.259 -2.778 0.173
C 1.010 -3.337 1.358
C 2.034 -3.844 2.143
N 3.310 -3.786 1.768
C -0.414 -3.341 1.797
C -0.938 -4.381 2.556
C -2.279 -4.346 2.922
C -3.026 -3.249 2.512
C -2.415 -2.237 1.774
N -1.138 -2.295 1.417
C -3.166 -1.026 1.334
C -4.278 -0.558 2.026
N -4.930 0.539 1.658
C -4.439 1.176 0.600
C -3.320 0.723 -0.089
N -2.693 -0.386 0.274
C -2.897 -5.456 3.707
C -4.190 -5.369 4.219
C -4.718 -6.427 4.938
N -4.067 -7.560 5.190
C -2.831 -7.643 4.702
C -2.215 -6.642 3.971
H 4.587 -3.086 0.305
H 2.735 -2.214 -1.143
H 1.829 -4.278 3.116
H -0.293 -5.203 2.828
H -4.081 -3.176 2.725
H -4.635 -1.060 2.918
H -4.950 2.076 0.275
H -2.925 1.254 -0.949
H -4.795 -4.485 4.077
H -5.725 -6.355 5.336
H -2.297 -8.565 4.904
H -1.211 -6.808 3.611
N 4.810 0.023 0.349
C 4.209 0.216 1.593
N 4.912 0.106 2.718
N 4.011 0.342 3.689
N 2.850 0.571 3.166
N 2.931 0.503 1.812
C 4.254 0.467 -0.857
N 4.973 1.100 -1.775
N 4.106 1.279 -2.794
N 2.949 0.785 -2.481
N 3.004 0.242 -1.244
H 5.805 0.173 0.388
C -1.575 3.737 1.529
As -1.289 2.576 3.034
C 0.478 2.820 3.743
C -2.463 3.299 4.390
O -1.675 1.009 2.703
H -1.186 4.734 1.738
H -2.652 3.784 1.366
H -1.090 3.339 0.636
H 0.813 3.847 3.593
H 1.189 2.114 3.305
H 0.430 2.603 4.810
H -2.250 4.354 4.566
H -2.321 2.734 5.310
H -3.491 3.178 4.049
*
```

Table of Löwdin atomic charges, one value per atom, all in e: number 1, Rb, carries 0.57; number 2, C, carries -0.49; number 3, S, carries 0.73; number 4, C, carries -1.20; number 5, S, carries 0.49; number 6, N, carries -0.16; number 7, N, carries 0.00; number 8, C, carries -0.12; number 9, C, carries -0.27; number 10, C, carries -0.03; number 11, C, carries -0.07; number 12, C, carries -0.06; number 13, C, carries -0.16; number 14, N, carries 0.05; number 15, H, carries 0.01; number 16, H, carries 0.02; number 17, H, carries -0.05; number 18, H, carries 0.11; number 19, H, carries 0.11; number 20, H, carries 0.10; number 21, H, carries 0.10; number 22, H, carries 0.09; number 23, C, carries -0.11; number 24, C, carries -0.11; number 25, N, carries 0.12; number 26, C, carries -0.22; number 27, C, carries -0.08; number 28, N, carries 0.09; number 29, C, carries -0.19; number 30, C, carries 0.04; number 31, C, carries -0.14; number 32, C, carries 0.04; number 33, C, carries -0.18; number 34, N, carries 0.19; number 35, C, carries -0.23; number 36, C, carries -0.10; number 37, N, carries 0.07; number 38, C, carries -0.12; number 39, C, carries -0.12; number 40, N, carries 0.12; number 41, C, carries -0.14; number 42, C, carries -0.02; number 43, C, carries -0.15; number 44, N, carries 0.04; number 45, C, carries -0.15; number 46, C, carries -0.01; number 47, H, carries 0.10; number 48, H, carries 0.10; number 49, H, carries 0.11; number 50, H, carries 0.10; number 51, H, carries 0.10; number 52, H, carries 0.10; number 53, H, carries 0.10; number 54, H, carries 0.06; number 55, H, carries 0.10; number 56, H, carries 0.10; number 57, H, carries 0.10; number 58, H, carries 0.10; number 59, N, carries 0.10; number 60, C, carries -0.53; number 61, N, carries -0.02; number 62, N, carries -0.15; number 63, N, carries -0.15; number 64, N, carries -0.06; number 65, C, carries -0.54; number 66, N, carries -0.01; number 67, N, carries -0.14; number 68, N, carries -0.12; number 69, N, carries -0.09; number 70, H, carries 0.11; number 71, C, carries -0.20; number 72, As, carries 0.94; number 73, C, carries -0.21; number 74, C, carries -0.22; number 75, O, carries -0.52; number 76, H, carries 0.04; number 77, H, carries 0.03; number 78, H, carries 0.00; number 79, H, carries 0.04; number 80, H, carries -0.01; number 81, H, carries 0.04; number 82, H, carries 0.03; number 83, H, carries 0.03; number 84, H, carries 0.03

***

| no. | maximum force (eV Å⁻¹) |
| --- | --- |
| 1 | 1.8 |
| 2 | 7.9 |
| 3 | 0.4 |